# 1
DFT (the ωB97M-V functional and the def2-TZVPD basis) results for an isolated molecule of C18H12FN3O at a distorted geometry.

Values from the calculation:
Relative energy (zero: lowest compared OMol25 entry of this formula, charge and spin) = 0.306 eV
Molar mass = 305.31 g mol⁻¹
Multiplicity = 1
Total charge = 0
Gap between HOMO and LUMO = 8.062 eV

```
35
Properties=species:S:1:pos:R:3:forces:R:3
N 2.494611 3.515628 2.648985 -2.847 -1.552 -0.425
F -3.132478 2.856422 4.483276 0.307 -1.568 -0.298
C 1.496574 2.910465 2.490303 2.998 1.570 0.107
N 1.313834 0.688043 0.523488 -0.055 0.459 0.361
N -0.524411 0.042133 -0.545856 -0.815 -0.099 0.072
O -0.894351 0.821795 0.595656 1.479 -0.308 -0.731
C 0.283130 1.170817 1.155148 0.392 -0.182 -0.551
C 0.776505 -0.009837 -0.550126 0.085 0.850 1.115
C 0.341052 2.090593 2.324794 -2.452 -0.768 2.206
C -0.595186 2.093990 3.380133 2.086 0.421 -1.591
C -3.621216 -0.791795 4.182228 0.310 0.799 -0.064
C 1.690324 -1.706155 -3.837303 -0.572 0.642 0.736
C -2.418139 -1.165862 3.631753 -0.272 -1.083 -0.016
C 3.044696 -1.972181 -3.678024 -0.620 0.532 0.658
C -3.830564 0.546651 4.438435 -0.744 1.053 0.699
C 0.945689 -1.073757 -2.783143 1.414 -0.407 -0.345
C -1.458297 -0.241752 3.339079 -0.031 0.697 0.254
C 3.655761 -1.636121 -2.460312 -0.546 -0.432 -1.428
C -2.884872 1.532944 4.198032 0.706 -0.617 -0.379
C 1.608191 -0.662433 -1.589712 0.007 -1.177 -0.973
C -1.658042 1.131307 3.631181 -0.146 -0.023 -0.485
C 3.001903 -0.996476 -1.428433 -0.475 0.485 0.307
C 3.890838 -0.658711 -0.240424 -0.931 -0.372 0.618
H -0.451778 2.846395 4.170439 0.008 -0.213 -0.552
H -4.377776 -1.510772 4.416611 -0.297 -0.231 0.097
H 1.237554 -1.951364 -4.801759 -0.182 0.100 0.498
H -2.250765 -2.220457 3.456042 0.198 0.037 -0.144
H 3.620065 -2.402013 -4.494091 -0.087 -0.027 0.223
H -4.749976 0.847798 4.903994 -0.368 0.182 0.056
H -0.130553 -0.907897 -2.894517 0.489 0.064 0.039
H -0.542817 -0.638710 2.924013 0.251 0.502 -0.007
H 4.690285 -1.900201 -2.390193 0.487 0.073 0.418
H 4.173312 0.391447 -0.298539 -0.042 0.053 0.286
H 4.802956 -1.269352 -0.276692 -0.313 0.181 -0.010
H 3.359890 -0.855436 0.724529 0.579 0.362 -0.750
```
Positions in Å, forces in eV/Å.

# 2
DFT (the ωB97M-V functional and the def2-TZVPD basis) results for a cluster of 2 separate species, C2H2F2N2 in total at a distorted geometry.

Values from the calculation:
Relative energy (zero: lowest compared OMol25 entry of this formula, charge and spin) = 2.829 eV
Molar mass = 92.05 g mol⁻¹
Multiplicity = 1
Total charge = 0
Gap between HOMO and LUMO = 8.994 eV

```
8
Properties=species:S:1:pos:R:3:forces:R:3
C -0.777692 -0.054498 0.017660 -3.914 0.794 0.567
C 0.583232 -0.241937 -0.231759 5.006 0.443 -2.894
N -1.051006 0.085084 1.228346 1.213 -0.452 -0.793
N 1.556800 -0.907203 -0.425886 -2.799 1.247 1.363
F -1.695032 -0.058158 -1.026588 1.963 -0.030 1.403
F 0.827905 1.854717 -0.739298 -0.444 -2.561 0.734
H -1.997299 0.232740 1.485264 -1.173 0.246 0.024
H 2.553094 -0.910748 -0.307738 0.148 0.314 -0.403
```
Positions in Å, forces in eV/Å.

# 3
DFT (the ωB97M-V functional and the def2-TZVPD basis) results for a cluster of 2 separate species, C4H8O in total.

Values from the calculation:
Relative energy (zero: lowest compared OMol25 entry of this formula, charge and spin) = 2.449 eV
Molar mass = 72.11 g mol⁻¹
Multiplicity = 1
Total charge = 0
Gap between HOMO and LUMO = 11.327 eV

```
13
Properties=species:S:1:pos:R:3:forces:R:3
C 2.117860 0.572767 0.078180 -0.102 0.121 -0.023
C 1.165518 1.456255 -0.201225 0.130 -0.115 0.033
C -1.521503 -0.478201 -0.557552 -0.016 -0.040 -0.278
C -1.277625 -1.329902 0.605091 0.060 -0.269 0.026
O -1.613744 0.039716 0.762131 -0.052 0.150 0.124
H 2.934451 0.369748 -0.610384 -0.109 0.055 0.090
H 2.120878 0.019504 1.014815 -0.019 0.082 -0.134
H -0.669426 -0.120906 -1.133915 -0.159 -0.064 0.092
H 1.164265 2.012442 -1.136499 0.039 -0.079 0.135
H 0.338455 1.635540 0.481242 0.156 -0.015 -0.082
H -2.466240 -0.549270 -1.094483 0.120 -0.016 0.110
H -2.040944 -2.037614 0.926709 0.107 0.128 -0.049
H -0.251944 -1.590078 0.865891 -0.155 0.062 -0.043
```
Positions in Å, forces in eV/Å.

# 4
DFT (the ωB97M-V functional and the def2-TZVPD basis) results for a structure of composition C7H13N at a distorted geometry.

Values from the calculation:
Relative energy (zero: lowest compared OMol25 entry of this formula, charge and spin) = 7.460 eV
Molar mass = 111.19 g mol⁻¹
Multiplicity = 1
Total charge = 0
Gap between HOMO and LUMO = 9.338 eV

```
21
Properties=species:S:1:pos:R:3:forces:R:3
C -0.748062 1.203146 1.133330 -1.266 2.282 3.395
C -0.306704 0.682305 -0.120519 0.994 -0.760 -1.749
C 1.103918 1.032881 -0.821080 -2.470 -0.401 -1.085
C 2.035717 -0.036459 0.021481 -3.639 -5.245 -5.574
C -0.054310 -0.788576 -0.139145 2.650 -1.258 -1.805
C -1.414543 -1.162730 -0.013536 -1.648 -0.568 -0.937
C -1.662043 0.219126 -0.674129 2.544 -3.615 -4.575
H -2.108976 0.838365 1.083100 4.569 1.668 2.067
H -0.002255 0.773337 1.954177 -2.144 1.080 -0.875
H -0.658848 2.407223 1.063331 -0.555 -2.753 0.596
H 1.522627 2.093735 -0.756203 -0.683 -1.473 -0.221
H 0.582610 0.744002 -1.919237 2.884 0.982 2.311
H 2.620942 0.530870 0.547313 3.167 2.646 3.964
H 2.659500 -0.822593 -0.576593 -0.563 2.297 0.252
H 1.537047 -2.074987 0.737897 -1.879 2.859 -0.813
H 0.183918 -0.965210 -1.264660 -0.105 -0.211 1.351
H -1.741027 -1.175992 0.949039 -1.031 -0.349 2.867
H -1.625288 -2.071567 -0.544714 -0.839 -0.319 -0.200
H -1.403162 -0.229232 -1.661778 -1.419 1.574 -0.732
H -2.567450 0.637181 -0.504302 -2.545 1.855 -0.280
N 1.039504 -1.083328 0.653460 3.977 -0.291 2.043
```
Positions in Å, forces in eV/Å.

# 5
DFT (the ωB97M-V functional and the def2-TZVPD basis) results for a cluster of 8 separate species, C19H43O11 in total at a distorted geometry.

Values from the calculation:
Molar mass = 447.54 g mol⁻¹
Multiplicity = 1
Total charge = -1
Gap between HOMO and LUMO = 3.926 eV

```
73
Properties=species:S:1:pos:R:3:forces:R:3
C 1.880447 5.467086 0.015330 0.401 0.529 0.173
C 2.575687 5.710548 -1.449256 1.131 -1.100 -0.897
C 2.075421 4.602007 -2.597217 -4.532 -0.232 -0.032
O 0.762856 4.481341 -2.825767 8.060 0.330 0.821
O 3.152412 3.882848 -3.296151 -3.281 0.488 2.116
C 2.852184 2.442822 -3.443115 0.417 -2.126 -1.205
C 3.260369 1.535921 -2.138589 -1.073 -0.182 0.630
C 2.212802 1.668759 -0.863995 -0.225 -1.827 -0.248
C 2.761794 0.521461 0.214171 -0.860 1.064 -0.648
C 2.050808 0.610674 1.688146 -0.148 0.463 0.465
C 2.191423 -0.733376 2.614524 0.538 0.669 0.753
C 3.280977 -1.837192 2.084462 -0.919 -1.259 0.870
C 2.599554 -3.024239 1.123055 1.722 -0.516 0.566
O 1.308011 -3.516578 1.652035 0.120 1.539 -2.574
C 0.230566 -2.993737 0.762726 -0.530 0.158 0.631
C 0.698562 1.176518 -1.254555 1.981 -0.774 -1.038
O -0.381777 1.962456 -0.570982 -2.994 -3.374 -0.975
C -1.584874 1.092793 -0.789734 -2.106 -1.036 -0.113
C -2.347996 1.108275 -2.276280 -1.099 -2.218 2.832
C -3.645235 0.125399 -2.559597 2.487 0.094 4.289
C -4.142364 -0.863268 -1.323091 2.490 2.196 0.209
C -3.412329 -0.851504 0.176417 1.626 2.607 -2.991
C -2.125735 0.127268 0.458673 -1.730 0.198 -3.987
H 2.742834 5.240938 0.796086 -1.862 0.424 -1.676
H 1.378585 6.492583 0.330521 0.777 -2.269 -0.525
H 1.146896 4.555315 0.029429 1.393 1.864 -0.205
H 3.750625 5.573441 -1.308523 -2.573 0.322 -0.570
H 2.384672 6.769853 -1.920037 0.187 -2.072 1.059
H 3.540745 2.059704 -4.339968 -1.363 1.113 1.807
H 1.742006 2.272751 -3.818493 2.229 0.544 1.118
H 4.366809 1.802138 -1.805587 -2.311 -0.352 -0.648
H 3.289040 0.377622 -2.419141 0.089 2.091 -0.214
H 2.498673 -0.518347 -0.253651 0.653 1.395 0.868
H 3.925854 0.646835 0.258966 -2.075 -0.414 0.234
H 0.883447 0.849751 1.619300 2.553 -0.407 -0.276
H 2.500718 1.516312 2.320441 -0.868 -1.804 -1.576
H 2.565098 -0.385041 3.693308 -0.821 -0.907 -2.571
H 1.105718 -1.180346 2.797163 2.484 0.470 -0.499
H 3.652544 -2.426012 3.054356 -0.769 1.196 -2.011
H 4.247725 -1.391195 1.596616 -2.096 -0.638 0.728
H 2.579531 -2.737974 -0.011443 -0.365 -0.340 2.426
H 3.353580 -3.945144 1.215990 -1.601 1.768 -0.290
H -0.784138 -3.438385 1.151994 2.015 0.824 -0.728
H 0.188227 -1.826134 0.862062 0.050 -2.161 -0.452
H 0.375317 -3.309887 -0.360506 -0.134 0.587 2.148
H 0.509594 0.040052 -0.949137 0.394 1.954 -0.487
H 0.442298 1.240522 -2.405484 0.653 -0.052 2.054
H -1.889405 1.849297 -3.080330 -1.180 -1.792 1.868
H -4.188498 0.115889 -3.612126 1.296 0.007 2.551
H -5.053194 -1.588086 -1.560799 2.255 1.756 0.819
H -3.791234 -1.538333 1.052458 0.724 1.487 -2.085
H -1.546896 0.192080 1.495220 -1.401 -0.369 -2.549
O 4.459878 -2.465623 -1.085554 0.595 -0.358 -0.145
H 4.336397 -3.390461 -1.346962 -0.046 0.152 -0.035
H 5.144143 -2.505282 -0.400576 -0.282 0.129 -0.193
O -6.352377 -3.397902 -1.426661 -0.418 -0.568 0.045
H -5.837821 -4.184118 -1.190012 0.019 0.272 -0.058
H -7.169384 -3.757529 -1.803692 0.259 0.146 -0.003
O -7.237675 -3.298666 1.509006 -0.187 0.161 -0.084
H -7.204610 -3.325556 0.540971 0.182 0.177 0.196
H -7.665868 -2.451829 1.705224 0.043 -0.276 -0.139
O -9.647020 -1.123451 1.233160 -0.417 0.299 0.062
H -10.316202 -0.996552 0.543959 0.306 -0.087 0.198
H -9.934383 -0.537303 1.949287 0.162 -0.202 -0.223
O 1.836376 0.054981 5.655022 -0.465 -0.090 0.630
H 0.978651 0.201616 5.228743 0.260 -0.008 -0.052
H 1.636367 -0.557092 6.379140 0.101 0.204 -0.266
O 2.515508 -4.654077 -2.486934 -0.031 0.252 -0.299
H 2.548572 -4.680967 -3.454968 0.014 0.024 0.348
H 2.087314 -3.807240 -2.290715 0.091 -0.174 0.020
O -1.911143 1.295344 3.729347 -0.282 0.365 0.092
H -2.274891 1.960632 4.332660 0.177 -0.248 -0.212
H -2.162572 1.614596 2.849661 0.115 -0.085 0.150
```
Positions in Å, forces in eV/Å.

# 6
DFT (the ωB97M-V functional and the def2-TZVPD basis) results for a structure of composition C4H6CeO at a distorted geometry.

Values from the calculation:
Relative energy (zero: lowest compared OMol25 entry of this formula, charge and spin) = 7.464 eV
Molar mass = 210.21 g mol⁻¹
Multiplicity = 3
Total charge = +2
Gap between HOMO and LUMO (alpha / beta) = 5.252 / 5.186 eV

```
12
Properties=species:S:1:pos:R:3:forces:R:3
O -0.297229 -0.406150 -2.598678 -2.225 -1.186 -0.998
Ce -1.165666 -1.085508 -4.821580 0.341 0.190 1.054
C 0.330077 0.377780 -1.904302 3.980 5.316 1.129
C -0.390786 0.578970 0.390410 0.201 -2.046 5.954
H 1.359999 0.616054 -2.226258 0.556 -1.444 -0.146
H -1.391159 0.207503 0.140535 0.133 -0.463 -0.009
H -0.595019 1.657509 0.446107 0.936 0.082 0.367
H 0.455377 1.279645 -0.951222 -2.758 -2.680 -2.177
C -0.024321 -0.060571 1.972887 -0.528 1.282 -3.966
C 0.470622 -0.821678 2.907896 -0.767 0.666 -0.887
H 0.388087 -0.524322 3.958991 -0.227 -0.105 -0.269
H 0.860018 -1.819233 2.685214 0.358 0.388 -0.054
```
Positions in Å, forces in eV/Å.

Listing total energy for the structures above in their given order: -1032.4254, -386.5192, -232.3556, -328.9973, -1576.7821, -705.3814 a.u..